77
Properties=species:S:1:pos:R:3:mulliken_charge:R:1 method="wB97M-V/def2-TZVPD" largest_force_ev_per_a=1.6 lumo_energy_ev=-1.601 homo_lumo_gap_ev=7.197 energy_ev=-62308.131
H -4.363 -4.092 1.733 0.246
N -4.814 -3.182 1.860 -0.670
C -4.189 -2.583 2.784 0.088
C -3.007 -3.180 3.540 -0.901
C -1.744 -2.365 3.330 0.606
C -0.581 -2.712 4.059 -0.835
N 0.576 -2.122 3.950 -0.517
C 0.541 -1.083 3.064 0.853
C 1.723 -0.328 2.883 -0.364
B 3.007 -0.719 3.730 0.615
C 3.478 0.301 4.864 -0.977
O 3.700 -1.894 3.550 -0.611
C 1.752 0.700 2.019 0.191
O 2.942 1.385 1.846 -0.659
C 0.599 1.111 1.270 0.794
C 0.775 2.310 0.357 -1.354
C 0.361 2.111 -1.140 -0.993
C 0.493 0.684 -1.664 -0.308
C 1.922 0.099 -1.536 -0.265
C 2.092 -1.038 -2.567 -0.073
C 1.139 -2.183 -2.225 -0.518
O 1.441 -3.377 -2.985 -0.395
C 0.674 -4.408 -2.510 0.805
C 1.413 -5.667 -2.036 -0.981
O -0.535 -4.379 -2.476 -0.539
C -0.535 0.406 1.482 -0.922
I -2.364 0.926 0.522 0.136
C -0.592 -0.708 2.358 0.469
N -1.771 -1.380 2.478 -0.173
H -4.499 -1.586 3.105 0.387
H -3.221 -3.254 4.614 0.372
H -2.841 -4.212 3.203 0.333
H -0.655 -3.540 4.766 0.467
H 4.295 0.935 4.502 0.265
H 2.642 0.959 5.125 0.270
H 3.805 -0.209 5.779 0.363
H 3.894 -2.245 4.427 0.289
H 3.574 0.753 1.484 0.386
H 0.154 3.115 0.773 0.419
H 1.809 2.651 0.375 0.312
H 0.973 2.794 -1.741 0.502
H -0.665 2.469 -1.236 0.381
H -0.217 -0.022 -1.229 0.126
H 0.267 0.720 -2.739 0.564
H 2.618 0.890 -1.844 0.430
H 2.129 -0.241 -0.516 -0.095
H 1.794 -0.638 -3.543 -0.429
H 3.134 -1.359 -2.657 0.466
H 1.225 -2.383 -1.147 0.318
H 0.126 -1.866 -2.481 0.311
H 1.217 -5.768 -0.969 0.274
H 2.474 -5.517 -2.246 0.317
H 1.002 -6.500 -2.605 0.313
O -6.976 2.981 4.822 -0.549
C -6.001 3.459 4.283 0.362
C -5.382 4.711 4.785 -0.384
C -4.313 5.238 4.194 -0.352
C -3.693 4.594 3.008 0.255
O -2.717 5.074 2.472 -0.544
C -4.312 3.343 2.507 -0.144
C -5.381 2.817 3.099 -0.311
H -5.847 5.165 5.651 0.406
H -3.847 6.150 4.544 0.414
H -3.845 2.888 1.640 0.289
H -5.847 1.904 2.748 0.449
O 2.076 1.739 -4.913 -0.446
C 2.232 1.441 -6.079 0.422
C 2.935 2.351 -7.016 -0.385
C 3.105 2.026 -8.295 -0.387
C 2.600 0.741 -8.838 0.332
O 2.757 0.445 -10.002 -0.542
C 1.897 -0.169 -7.900 -0.461
C 1.727 0.156 -6.621 -0.178
H 3.297 3.283 -6.602 0.422
H 3.615 2.677 -8.995 0.393
H 1.535 -1.101 -8.314 0.423
H 1.217 -0.495 -5.922 0.430